Entry 1:
DFT (ωB97M-V/def2-TZVPD) results for a 3-piece molecular cluster, C14H30FO7P3 overall at a distorted geometry.

CARTESIAN COORDINATES (ANGSTROEM)
1 C -0.31 1.56 5.28
2 C -1.19 0.24 5.24
3 P -0.29 -1.25 4.55
4 C -1.66 -2.48 4.16
5 P 0.51 -0.71 2.51
6 C 2.17 -0.18 3.22
7 C 3.42 -0.80 2.51
8 C 4.41 0.32 1.99
9 F 4.16 -1.49 3.50
10 P 0.98 -0.11 0.42
11 O -0.36 0.13 -0.27
12 O 1.84 1.33 0.31
13 O 1.74 -1.34 -0.45
14 H 0.33 1.64 4.38
15 H -1.04 2.40 5.21
16 H 0.26 1.61 6.22
17 H -1.65 0.02 6.22
18 H -2.03 0.47 4.54
19 H -1.28 -3.46 3.83
20 H -2.34 -2.60 5.02
21 H -2.27 -2.04 3.33
22 H 0.21 -2.06 2.09
23 H -0.55 0.28 2.45
24 H 2.20 -0.55 4.27
25 H 2.27 0.92 3.31
26 H 3.19 -1.54 1.73
27 H 4.68 0.05 0.96
28 H 3.91 1.31 1.97
29 H 5.30 0.41 2.64
30 H 1.23 2.06 0.38
31 H 2.32 -0.86 -1.09
32 O 3.24 -0.32 -2.62
33 C 2.38 -0.56 -3.44
34 O 1.83 -1.78 -3.58
35 C 0.92 -1.77 -4.69
36 C 0.54 -0.32 -4.87
37 C 1.80 0.40 -4.44
38 H 1.43 -2.18 -5.57
39 H 0.05 -2.39 -4.46
40 H 0.22 -0.08 -5.89
41 H -0.27 -0.06 -4.21
42 H 2.51 0.53 -5.26
43 H 1.59 1.36 -3.98
44 O -1.60 1.42 -4.40
45 C -2.67 1.22 -3.90
46 O -3.51 0.23 -4.28
47 C -4.75 0.33 -3.56
48 C -4.41 1.13 -2.31
49 C -3.30 2.04 -2.80
50 H -5.48 0.84 -4.19
51 H -5.12 -0.66 -3.33
52 H -5.27 1.65 -1.89
53 H -4.02 0.46 -1.54
54 H -3.70 2.97 -3.23
55 H -2.58 2.26 -2.02

Results
* SMILES string: CCP(C)[PH2](C[C@@H](C)F)P(=O)(O)O.O=C1CCCO1.O=C1CCCO1
* total charge: 0
* total energy: -59920.787 eV
* HOMO-LUMO gap: 0.28799 hartree


Entry 2:
DFT (ωB97M-V/def2-TZVPD) results for a 2-piece molecular cluster, C6H20N6 overall at a distorted geometry.

CARTESIAN COORDINATES (ANGSTROEM)
1 C 0.93 -1.91 -1.00
2 C 1.73 -3.17 -1.29
3 C 2.44 -1.14 0.83
4 N 1.72 -0.84 -0.27
5 N 2.28 -2.25 1.53
6 N 3.12 -0.12 1.42
7 H 0.57 -1.39 -1.89
8 H -0.02 -2.10 -0.50
9 H 1.73 -3.92 -0.50
10 H 2.72 -2.88 -1.65
11 H 2.11 -0.27 -1.00
12 H 1.68 -2.95 1.15
13 H 2.85 -2.42 2.35
14 H 3.43 0.61 0.81
15 H 3.65 -0.34 2.24
16 H 1.32 -3.69 -2.16
17 C -1.79 0.55 0.88
18 C -3.01 0.17 1.70
19 C -1.93 2.28 -0.94
20 N -2.19 1.06 -0.44
21 N -1.28 3.17 -0.20
22 N -2.06 2.51 -2.26
23 H -1.16 1.23 1.44
24 H -1.11 -0.27 0.63
25 H -3.43 -0.72 1.23
26 H -3.80 0.91 1.65
27 H -2.84 0.57 -1.00
28 H -1.32 3.13 0.81
29 H -1.24 4.11 -0.57
30 H -2.85 2.10 -2.72
31 H -1.44 3.05 -2.83
32 H -2.76 -0.09 2.73

Results
* total charge: +2
* total energy: -15473.413 eV
* HOMO-LUMO gap: 0.42151 hartree


Entry 3:
DFT (ωB97M-V/def2-TZVPD) results for a 2-piece molecular cluster, C5H9N2O4 overall.

CARTESIAN COORDINATES (ANGSTROEM)
1 C 0.41 1.46 0.45
2 C -0.02 0.39 0.10
3 C -0.47 -0.96 -0.29
4 C 0.00 -1.95 0.80
5 N 1.33 -2.51 0.47
6 O -1.86 -1.00 -0.58
7 C -2.68 -1.02 0.56
8 H 0.84 2.35 0.85
9 H 0.03 -1.26 -1.21
10 H 0.10 -1.40 1.74
11 H -0.69 -2.79 0.94
12 H 1.97 -2.33 1.23
13 H 1.72 -2.00 -0.32
14 H -3.66 -0.63 0.29
15 H -2.30 -0.41 1.38
16 H -2.84 -2.06 0.88
17 N 2.03 4.03 -1.82
18 O 2.56 2.96 -2.20
19 O 1.38 4.73 -2.63
20 O 2.16 4.41 -0.64

Results
* total charge: -1
* total energy: -16496.477 eV
* HOMO-LUMO gap: 0.25981 hartree


Entry 4:
DFT (ωB97M-V/def2-TZVPD) results for C9H10N2OS as an isolated structure at a distorted geometry.

CARTESIAN COORDINATES (ANGSTROEM)
1 C -1.75 -0.86 1.63
2 C 1.39 2.50 1.73
3 C 2.16 2.47 0.56
4 C 0.41 1.56 1.93
5 C 1.89 1.50 -0.38
6 C 0.21 0.60 0.93
7 C -0.67 -0.50 0.87
8 C -0.59 -0.50 -2.20
9 C -1.54 -2.61 -0.69
10 N -2.66 -1.17 2.27
11 N 0.93 0.60 -0.21
12 O 1.00 -2.06 -0.67
13 S -0.24 -1.34 -0.61
14 H 1.58 3.26 2.48
15 H 2.94 3.19 0.40
16 H -0.20 1.54 2.82
17 H 2.44 1.43 -1.30
18 H -0.94 -1.25 -2.90
19 H -1.34 0.25 -2.02
20 H 0.33 -0.05 -2.55
21 H -1.34 -3.27 -1.53
22 H -1.51 -3.18 0.24
23 H -2.51 -2.13 -0.79

Results
* total charge: 0
* total energy: -25355.316 eV
* HOMO-LUMO gap: 0.30348 hartree


Entry 5:
DFT (ωB97M-V/def2-TZVPD) results for a 2-piece molecular cluster, C9H13NO2 overall at a distorted geometry.

CARTESIAN COORDINATES (ANGSTROEM)
1 C 3.42 1.08 -0.85
2 C 0.48 -1.87 -0.87
3 C 1.35 -1.74 -1.93
4 C 0.66 -1.02 0.30
5 C 2.30 -0.73 -1.86
6 C 1.60 -0.03 0.37
7 C 2.48 0.01 -0.71
8 O -0.68 -2.64 -0.99
9 H -0.95 -3.20 -0.19
10 H 1.40 -2.62 -2.65
11 H 0.03 -1.22 1.06
12 H 2.96 -0.32 -2.81
13 H 1.63 0.47 1.41
14 H 4.45 0.79 -0.92
15 H 3.37 1.79 -1.79
16 H 3.51 1.65 0.20
17 C -3.51 1.67 2.57
18 C -2.68 1.55 1.31
19 O -3.07 2.03 0.28
20 N -1.43 0.95 1.42
21 H -0.75 1.26 0.71
22 H -1.02 0.74 2.37
23 H -3.21 1.09 3.45
24 H -4.53 1.50 2.30
25 H -3.50 2.69 2.68

Results
* SMILES string: Cc1ccc(O)cc1.CC(N)=O
* total charge: 0
* total energy: -15127.070 eV
* HOMO-LUMO gap: 0.33353 hartree


Entry 6:
DFT (ωB97M-V/def2-TZVPD) results for a 14-piece molecular cluster, H27O14 overall at a distorted geometry.

CARTESIAN COORDINATES (ANGSTROEM)
1 O -0.57 -1.09 1.54
2 H -0.24 -1.15 0.64
3 O -3.83 1.93 -2.31
4 H -4.11 1.33 0.08
5 H 1.93 2.29 3.56
6 O 0.54 -0.45 -3.26
7 H 2.92 0.99 3.57
8 H -3.59 -0.62 -0.39
9 O -4.47 -0.41 -0.39
10 H 2.58 -1.39 -1.13
11 H -4.95 -0.91 0.41
12 O 3.26 -1.61 -1.71
13 H 0.30 -1.24 1.90
14 H -3.41 1.66 -1.38
15 O 1.32 -4.06 -1.34
16 H 3.32 -0.92 -2.42
17 H -0.02 3.34 -1.10
18 O -0.84 0.68 -0.62
19 H -1.36 0.10 0.22
20 H 2.17 -3.78 -0.79
21 O 2.64 1.71 4.03
22 H 0.12 0.37 -2.97
23 H 3.38 -1.99 0.46
24 O 4.87 1.78 0.62
25 H 4.77 1.20 -0.25
26 H 0.67 -0.87 -2.34
27 O -4.09 0.07 3.22
28 H -4.20 1.02 2.91
29 H -3.17 0.07 3.72
30 O -0.67 3.39 -0.35
31 H 1.87 -3.80 -2.22
32 H -2.52 1.86 0.24
33 O -3.40 1.59 0.62
34 H 0.53 -1.74 -0.80
35 H -1.04 2.56 -0.03
36 O 4.15 -2.70 0.72
37 H 4.11 2.33 0.50
38 H 4.81 -2.59 -0.06
39 O 1.05 -0.90 -0.74
40 H -4.61 2.27 -2.00
41 H 0.07 0.22 -0.59

Results
* total charge: -1
* total energy: -29101.724 eV
* HOMO-LUMO gap: 0.33628 hartree


Entry 7:
DFT (ωB97M-V/def2-TZVPD) results for a 3-piece molecular cluster, C4H15NO2 overall at a distorted geometry.

CARTESIAN COORDINATES (ANGSTROEM)
1 C 1.01 1.73 -0.16
2 C 0.72 0.20 -0.23
3 C 2.05 -0.53 -0.14
4 C 1.81 -2.13 -0.12
5 N -0.24 -0.14 0.69
6 H 0.18 2.41 -0.61
7 H 1.06 2.02 0.93
8 H 2.01 1.96 -0.75
9 H 0.38 0.03 -1.40
10 H 2.51 -0.47 -1.12
11 H 2.68 0.00 0.58
12 H 1.11 -2.50 0.61
13 H 1.62 -2.51 -1.21
14 H 2.66 -2.70 0.11
15 H 0.18 0.12 1.61
16 H -0.54 -1.06 0.88
17 H -2.50 2.64 -0.12
18 H -3.77 3.63 -0.33
19 O -3.05 3.16 -0.71
20 H -3.19 -2.76 0.43
21 H -3.63 -1.25 0.74
22 O -3.05 -1.85 0.31

Results
* SMILES string: CC[C@H](C)N.O.O
* total charge: 0
* total energy: -9974.708 eV
* HOMO-LUMO gap: 0.35969 hartree


Entry 8:
DFT (ωB97M-V/def2-TZVPD) results for a 2-piece molecular cluster, C19H16Cl3N3O overall at a distorted geometry.

CARTESIAN COORDINATES (ANGSTROEM)
1 C 0.40 1.90 1.72
2 N 0.84 0.71 1.05
3 C -0.04 -0.20 0.49
4 C -1.42 -0.22 0.61
5 N 0.75 -1.16 -0.11
6 C 0.22 -2.27 -0.85
7 C 2.10 -0.89 0.13
8 C 2.15 0.29 0.86
9 C 3.36 0.83 1.31
10 C 4.53 0.12 0.99
11 C 4.48 -1.08 0.25
12 C 3.26 -1.61 -0.19
13 H 1.28 2.39 2.15
14 H -0.08 2.59 1.02
15 H -0.31 1.65 2.51
16 H -1.97 -1.00 0.08
17 H -1.90 0.63 1.09
18 H 1.05 -2.93 -1.13
19 H -0.51 -2.81 -0.25
20 H -0.28 -1.92 -1.77
21 H 3.37 1.75 1.88
22 H 5.51 0.50 1.31
23 H 5.41 -1.60 0.02
24 H 3.18 -2.54 -0.76
25 Cl -2.70 -1.54 2.77
26 C -3.37 -2.46 4.24
27 Cl -2.24 -2.14 5.59
28 C -4.70 -1.80 4.78
29 O -4.87 -0.61 4.67
30 C -5.63 -2.72 5.54
31 C -5.60 -4.13 5.38
32 C -6.57 -4.91 6.06
33 C -7.51 -4.29 6.85
34 C -7.47 -2.87 6.94
35 N -6.56 -2.15 6.31
36 C -4.56 -4.65 4.51
37 Cl -4.58 -6.33 4.18
38 C -3.57 -3.88 3.95
39 H -6.57 -6.00 5.96
40 H -8.29 -4.83 7.40
41 H -8.21 -2.34 7.54
42 H -2.79 -4.34 3.36

Results
* SMILES string: O=C1c2ncccc2C(Cl)=CC1(Cl)Cl.C=C1N(C)c2ccccc2N1C
* total charge: 0
* total energy: -64046.586 eV
* HOMO-LUMO gap: 0.20861 hartree


Entry 9:
DFT (ωB97M-V/def2-TZVPD) results for C25H18ClFNO4PRe as an isolated structure.

CARTESIAN COORDINATES (ANGSTROEM)
1 Re -0.22 1.13 1.33
2 Cl 1.87 0.92 2.14
3 C 3.03 0.67 0.76
4 C 4.33 0.41 1.10
5 C 5.21 0.17 0.05
6 C 4.76 0.19 -1.26
7 C 3.43 0.45 -1.55
8 C 2.53 0.72 -0.53
9 P 0.79 1.13 -0.85
10 C 0.74 2.81 -1.48
11 C 1.88 3.60 -1.57
12 C 1.78 4.89 -2.05
13 C 0.54 5.39 -2.44
14 C -0.60 4.60 -2.36
15 C -0.51 3.31 -1.87
16 C 0.18 -0.04 -2.05
17 C 0.15 -1.40 -1.69
18 C -0.28 -2.33 -2.61
19 C -0.69 -1.93 -3.88
20 C -0.65 -0.58 -4.23
21 C -0.22 0.36 -3.32
22 H 4.66 0.39 2.13
23 H 6.25 -0.03 0.27
24 H 5.46 -0.02 -2.07
25 H 3.09 0.45 -2.58
26 H 2.85 3.22 -1.26
27 H 2.66 5.51 -2.12
28 H 0.47 6.41 -2.82
29 H -1.56 5.00 -2.67
30 H -1.40 2.70 -1.81
31 H 0.48 -1.72 -0.71
32 H -0.30 -3.38 -2.35
33 H -1.03 -2.66 -4.60
34 H -0.96 -0.27 -5.22
35 H -0.18 1.41 -3.60
36 O -1.22 0.47 3.19
37 C -1.56 -0.56 2.58
38 O -1.13 -0.53 1.27
39 C -2.28 -1.70 3.07
40 C -2.67 -1.71 4.41
41 C -3.37 -2.79 4.90
42 C -3.66 -3.83 4.02
43 C -3.29 -3.84 2.69
44 C -2.59 -2.76 2.20
45 N -4.42 -5.00 4.55
46 O -4.75 -4.95 5.71
47 O -4.64 -5.89 3.77
48 H -2.42 -0.88 5.06
49 H -3.70 -2.85 5.93
50 H -3.56 -4.68 2.07
51 H -2.29 -2.73 1.16
52 F -0.98 2.76 1.22

Results
* total charge: +2
* total energy: -62537.606 eV
* 2S+1: 2
* HOMO-LUMO gap (spin up / spin down): 0.24727 / 0.24820 hartree


Entry 10:
DFT (ωB97M-V/def2-TZVPD) results for a 4-piece molecular cluster, C44H66F3N3O5PS overall at a distorted geometry.

CARTESIAN COORDINATES (ANGSTROEM)
1 C 9.19 -3.20 -0.87
2 C 7.67 -2.72 -0.54
3 C 7.61 -1.60 0.63
4 C 8.28 -0.19 0.13
5 C 7.34 1.01 0.70
6 C 7.38 2.28 -0.32
7 C 5.93 2.48 -1.01
8 C 4.76 2.91 0.05
9 C 4.13 4.30 -0.51
10 C 2.68 4.64 0.12
11 C 2.58 4.43 1.71
12 C 2.08 2.96 2.17
13 C 0.46 2.77 1.99
14 C -0.26 2.42 3.42
15 C -1.32 1.22 3.31
16 P -2.94 1.65 2.38
17 O -2.36 1.37 0.76
18 C -3.25 0.36 0.18
19 C -4.70 0.82 -0.36
20 C -4.64 1.86 -1.60
21 C -4.26 3.37 -1.18
22 O -3.52 4.01 -2.29
23 C -2.11 3.76 -2.18
24 C -1.02 4.96 -2.32
25 O -1.61 2.59 -2.01
26 C -3.24 -0.81 1.35
27 N -1.85 -1.34 1.19
28 C -4.38 -1.96 1.25
29 C -3.87 -3.45 1.55
30 S -2.99 -4.29 0.15
31 C -3.71 -3.81 -1.48
32 N -5.07 -3.78 -1.97
33 N -4.94 -3.37 -3.28
34 C -3.55 -3.13 -3.66
35 O -2.76 -3.41 -2.47
36 O -3.52 -0.01 2.55
37 H 9.22 -3.44 -2.00
38 H 9.42 -4.12 -0.23
39 H 9.88 -2.30 -0.64
40 H 7.03 -3.61 -0.19
41 H 7.21 -2.25 -1.51
42 H 8.16 -1.93 1.59
43 H 6.50 -1.45 0.93
44 H 8.34 -0.20 -1.02
45 H 9.38 -0.10 0.50
46 H 7.68 1.32 1.76
47 H 6.23 0.69 0.75
48 H 8.12 2.03 -1.18
49 H 7.77 3.23 0.21
50 H 5.64 1.46 -1.47
51 H 5.93 3.25 -1.88
52 H 5.17 2.99 1.13
53 H 3.93 2.11 -0.07
54 H 4.84 5.16 -0.22
55 H 3.98 4.23 -1.66
56 H 2.49 5.77 -0.07
57 H 1.83 4.08 -0.41
58 H 1.87 5.19 2.24
59 H 3.62 4.59 2.18
60 H 2.42 2.83 3.27
61 H 2.57 2.09 1.58
62 H 0.03 3.73 1.54
63 H 0.22 1.92 1.25
64 H 0.61 2.02 4.09
65 H -0.65 3.36 3.96
66 H -1.64 0.95 4.40
67 H -0.76 0.30 2.92
68 H -2.39 3.00 2.16
69 H -3.39 2.09 3.70
70 H -4.21 2.22 1.96
71 H -2.82 -0.21 -0.73
72 H -5.26 -0.12 -0.76
73 H -5.39 1.24 0.47
74 H -3.96 1.39 -2.40
75 H -5.71 1.87 -2.06
76 H -5.26 3.91 -0.95
77 H -3.63 3.39 -0.22
78 H 0.03 4.47 -2.48
79 H -1.21 5.60 -3.25
80 H -0.98 5.53 -1.33
81 H -1.68 -1.76 0.26
82 H -1.56 -1.96 1.97
83 H -4.97 -1.97 0.27
84 H -5.15 -1.71 2.08
85 H -3.11 -3.39 2.43
86 H -4.75 -4.09 1.97
87 H -3.20 -2.78 -4.69
88 F -5.86 -8.78 -8.24
89 C -5.19 -7.80 -7.61
90 C -4.09 -7.22 -8.22
91 C -3.41 -6.20 -7.57
92 C -3.83 -5.77 -6.31
93 C -4.94 -6.36 -5.70
94 C -5.63 -7.38 -6.36
95 H -3.77 -7.57 -9.19
96 H -2.55 -5.73 -8.04
97 H -3.29 -4.98 -5.80
98 H -5.26 -6.03 -4.72
99 H -6.50 -7.84 -5.91
100 F 5.80 -5.79 -0.63
101 C 4.58 -5.45 -0.20
102 C 3.96 -4.32 -0.72
103 C 2.69 -3.97 -0.29
104 C 2.05 -4.75 0.67
105 C 2.67 -5.88 1.19
106 C 3.94 -6.24 0.75
107 H 4.48 -3.72 -1.46
108 H 2.20 -3.09 -0.69
109 H 1.05 -4.47 1.02
110 H 2.17 -6.48 1.94
111 H 4.44 -7.12 1.14
112 F -3.03 3.77 4.74
113 C -4.10 4.51 5.01
114 C -4.84 5.04 3.96
115 C -5.97 5.81 4.23
116 C -6.34 6.06 5.55
117 C -5.58 5.53 6.60
118 C -4.47 4.75 6.33
119 H -4.54 4.84 2.94
120 H -6.56 6.22 3.42
121 H -7.21 6.67 5.77
122 H -5.87 5.73 7.63
123 H -3.88 4.32 7.13

Results
* total charge: -1
* total energy: -89672.569 eV
* HOMO-LUMO gap: 0.21651 hartree